This record from the OMol25 dataset describes C13H25BiF5NO2P2 as an isolated structure at a distorted geometry. The level of theory is ωB97M-V/def2-TZVPD.

The value obtained for the HOMO energy (alpha / beta) is -3.174 / -3.211 eV. For the energy above the lowest of the compared OMol25 structures with the same formula, charge and spin, the calculation gives 4.823 eV. The spin multiplicity is 1. The gap between HOMO and LUMO (alpha / beta) comes out at 0.081 / 0.083 Ha. As for the charge: 0.

CARTESIAN COORDINATES (ANGSTROEM)
C 0.8969 -1.2570 -3.4061
C 0.9161 -1.1042 -2.0168
N -0.1891 -1.0876 -1.2621
C -1.3742 -1.2414 -1.8819
C -1.4454 -1.5898 -3.2346
C -0.3044 -1.5936 -4.0401
C 2.2620 -1.2671 -1.3861
P 2.4122 -0.8785 0.3663
Bi -0.0250 -1.0722 1.4203
P -2.4791 -0.4394 0.6383
C -2.6429 -1.2111 -1.0379
O 2.5652 4.1874 -3.0411
O -1.5316 3.3378 -1.7156
H 1.8450 -1.2565 -3.9278
H -2.4279 -1.8035 -3.6485
H -0.3491 -1.7631 -5.1181
C 3.7617 -2.0207 0.8865
C 3.1315 0.7538 0.6801
H -3.3967 -0.6294 -1.5951
H -2.9849 -2.2561 -0.9081
H 2.9506 -0.6786 -1.9204
H 2.5650 -2.3356 -1.4545
C -3.9008 -0.9631 1.6633
C -2.9019 1.2846 0.2689
H -1.3448 3.5036 -0.7754
H -2.4186 3.7573 -1.7807
H 3.3597 3.8126 -2.6516
H 1.9442 3.4536 -3.1674
H 0.0136 -2.7573 1.9422
H 1.8004 6.0189 0.1541
H 4.7595 -1.6681 0.5701
H 3.7604 -2.0945 1.9905
H 3.6004 -3.0211 0.4527
H 4.2283 0.7399 0.7335
H 2.8095 1.4742 -0.0789
H 2.7925 1.1237 1.6573
H -3.9603 1.2845 -0.0490
H -2.8254 1.8429 1.2141
H -2.2756 1.7630 -0.5076
H -4.8058 -0.4294 1.3352
H -4.0659 -2.0479 1.6093
H -3.6931 -0.6886 2.7100
F -1.0846 1.3360 3.3106
C -0.0646 0.4160 3.3980
F 1.1020 1.1439 3.4440
C -0.2087 -0.3375 4.7267
F -0.1790 0.5099 5.7730
F -1.3921 -1.0086 4.7706
F 0.7947 -1.2419 4.8898

=====

This record from the OMol25 dataset describes C13H25ClN2O5S3Sr as an isolated structure at a distorted geometry. The level of theory is ωB97M-V/def2-TZVPD.

The value obtained for the HOMO energy is -13.692 eV. The spin multiplicity is 1. The gap between HOMO and LUMO comes out at 0.174 Ha. As for the charge: +2.

CARTESIAN COORDINATES (ANGSTROEM)
C -3.4478 -1.0904 2.0462
C -2.4462 -1.9562 3.0133
N -2.0409 -1.0294 4.1301
C -2.5772 -1.4530 5.4773
C -4.2068 -1.3613 5.4548
C -0.5693 -0.7146 4.1405
S -0.1410 0.8750 4.5199
S 0.8451 -1.8939 3.8161
C 1.2260 -1.7581 1.9659
C 1.3595 -0.2081 1.4813
C 1.4911 -0.0984 -0.1423
N 2.9248 -0.0412 -0.5374
O 3.3541 1.2665 -0.6962
C 3.1755 -0.6886 -1.8570
O 4.3807 -0.9728 -2.1025
O 2.1760 -0.9938 -2.8181
C 2.0516 0.0550 -3.8241
C 0.7723 1.0328 -3.5772
C 0.2172 1.4465 -5.0197
C 1.2527 2.3546 -5.8784
S 1.0124 4.1798 -5.6008
O 0.0840 4.7937 -6.6129
O 0.4508 4.4470 -4.2137
Cl 2.9096 5.0956 -5.6460
H -4.5481 -1.3262 2.2318
H -3.1883 0.0158 2.2614
H -3.1199 -1.2681 0.9598
H -2.9910 -2.8721 3.4685
H -1.5967 -2.3014 2.3337
H -2.2408 -2.5246 5.8165
H -2.2539 -0.6334 6.2270
H -4.6148 -2.3697 5.0857
H -4.6466 -1.1309 6.4811
H -4.5891 -0.5599 4.7366
H 0.4332 -2.2941 1.3237
H 2.2288 -2.2463 1.6956
H 0.4001 0.3772 1.7384
H 2.2849 0.2055 2.0227
H 0.9457 -0.9983 -0.6031
H 0.9395 0.8708 -0.4521
H 4.1921 1.2883 -0.1668
H 2.9788 0.7442 -3.7439
H 2.0310 -0.3375 -4.8958
H 0.0377 0.4458 -2.9294
H 1.1371 1.9323 -2.9560
H -0.7841 2.0129 -4.9223
H -0.0050 0.5327 -5.6780
H 1.0572 2.1212 -6.9938
H 2.3534 2.0440 -5.7074
Sr -0.6956 -3.0145 5.1471

=====

This record from the OMol25 dataset describes C13H25Li3O6 as an isolated structure at a distorted geometry. The level of theory is ωB97M-V/def2-TZVPD.

The value obtained for the HOMO energy is -14.503 eV. For the energy above the lowest of the compared OMol25 structures with the same formula, charge and spin, the calculation gives 12.769 eV. The spin multiplicity is 1. The gap between HOMO and LUMO comes out at 0.206 Ha. As for the charge: +2.

CARTESIAN COORDINATES (ANGSTROEM)
Li 1.1331 -12.6212 -19.7324
Li 2.9119 -13.9629 -18.7616
Li 0.9172 -14.6411 -20.1039
O 0.2442 -13.1018 -17.0482
C 0.9402 -13.7019 -17.9892
O 2.1510 -13.8661 -17.7327
O 0.4570 -14.0016 -19.0937
H 0.9740 -13.1774 -16.4291
C 3.7292 -16.9551 -17.0290
C 4.2972 -17.6679 -18.2285
C 4.5614 -16.4244 -19.1713
O 3.4102 -15.6400 -18.9126
C 2.8680 -15.7650 -17.5845
H 4.3973 -16.7369 -16.1959
H 3.1437 -17.7999 -16.6662
H 3.5735 -18.3599 -18.6592
H 5.1454 -18.3152 -18.0054
H 4.6703 -16.6813 -20.2249
H 5.4221 -15.8179 -18.8894
H 1.8045 -15.9876 -17.4981
H 3.1174 -14.8955 -16.9763
C -1.3064 -16.4061 -21.3387
C -1.6092 -15.9568 -19.9337
C -0.2539 -16.3029 -19.2046
O 0.6845 -15.8857 -20.1470
C 0.0736 -15.6698 -21.4139
H -1.9617 -16.1217 -22.1620
H -1.2311 -17.4909 -21.4141
H -2.3473 -16.6060 -19.4627
H -1.8035 -14.8896 -19.8272
H -0.2620 -17.3897 -19.1207
H -0.2646 -15.6933 -18.3010
H 0.7409 -16.1228 -22.1471
H 0.1014 -14.6270 -21.7299
C 2.1316 -13.1231 -13.5309
C 1.2694 -12.3145 -14.6097
C 0.1721 -13.4097 -14.8804
O 0.0074 -14.1453 -13.6717
C 1.0355 -13.9160 -12.7658
H 2.6362 -12.5365 -12.7631
H 2.8684 -13.8092 -13.9485
H 1.8702 -12.0704 -15.4858
H 0.8492 -11.3700 -14.2639
H 0.3349 -13.9841 -15.7924
H -0.7599 -12.8791 -15.0749
H 1.5026 -14.8007 -12.3333
H 0.7663 -13.2228 -11.9688